## P
ORCA calculation (ωB97M-V/def2-TZVPD) on a 2-piece molecular cluster, C5H6N overall.

Structure (XYZ):
```
12
C5H6N, DFT ωB97M-V/def2-TZVPD
C -3.03 -0.14 -0.02
C 0.09 0.81 0.88
C -2.00 0.59 -0.57
C -0.87 0.81 0.11
C 2.28 -0.83 -0.33
N -3.77 -0.47 0.79
H 1.39 -0.16 -0.21
H 0.70 0.88 1.79
H -2.03 1.22 -1.54
H 2.96 0.02 -0.06
H 2.01 -1.18 -1.30
H 2.25 -1.54 0.46
```

HOMO level (spin up / spin down)   -16.0322 / -16.0330 eV
Frontier orbital gap (spin up / spin down)   7.3458 / 7.3478 eV
Total charge   +1


## Q
ORCA calculation (ωB97M-V/def2-TZVPD) on a 2-piece molecular cluster, C5H6N overall.

Structure (XYZ):
```
12
C5H6N, DFT ωB97M-V/def2-TZVPD
C 1.59 0.51 -0.01
C -1.50 0.22 -0.26
C -3.26 0.31 0.03
C -2.57 0.16 -1.14
C 2.80 0.33 0.53
N -2.10 -0.17 0.88
H -4.09 0.92 0.47
H -2.70 0.33 -2.13
H 3.46 1.21 0.05
H 2.82 0.46 1.59
H 3.13 -0.67 0.29
H -1.90 0.25 1.80
```

HOMO level (spin up / spin down)   -13.5801 / -11.8486 eV
Frontier orbital gap (spin up / spin down)   8.0742 / 4.8060 eV
Total charge   +1


Stability verdict: P, ahead by 4.593 eV


## P
ORCA calculation (ωB97M-V/def2-TZVPD) on a 2-piece molecular cluster, C4H12 overall.

Structure (XYZ):
```
16
C4H12, DFT ωB97M-V/def2-TZVPD
C -1.65 0.74 0.23
C -1.72 2.26 0.29
H -0.66 0.29 0.26
H -1.96 0.43 1.23
H -2.29 0.35 -0.55
H -1.55 2.65 1.30
H -2.71 2.62 0.04
H -0.98 2.90 -0.21
C 1.25 -1.50 -0.87
C 2.24 -1.47 0.28
H 0.63 -2.42 -0.88
H 0.44 -0.77 -0.86
H 1.58 -1.51 -1.92
H 1.71 -1.65 1.21
H 2.82 -0.55 0.23
H 2.86 -2.37 0.24
```

HOMO level   -11.2392 eV
Frontier orbital gap   12.3426 eV
Structure (SMILES)   CC.CC


## Q
ORCA calculation (ωB97M-V/def2-TZVPD) on a 2-piece molecular cluster, C4H12 overall.

Structure (XYZ):
```
16
C4H12, DFT ωB97M-V/def2-TZVPD
C -1.83 -0.56 1.37
C -1.30 0.77 1.96
H -2.07 -1.37 2.04
H -2.70 -0.47 0.83
H -1.16 -1.15 0.78
H -0.43 1.12 1.47
H -1.26 0.57 3.03
H -2.04 1.56 1.64
C 1.98 -0.38 -1.02
C 1.23 0.26 -2.22
H 2.51 0.42 -0.53
H 1.32 -0.93 -0.41
H 2.60 -1.21 -1.40
H 1.66 0.04 -3.10
H 1.31 1.34 -2.28
H 0.19 -0.02 -2.16
```

HOMO level   -11.6771 eV
Frontier orbital gap   12.8068 eV
Structure (SMILES)   CC.CC


Stability verdict: P, ahead by 0.436 eV


## P
ORCA calculation (ωB97M-V/def2-TZVPD) on a 2-piece molecular cluster, C4H12 overall.

Structure (XYZ):
```
16
C4H12, DFT ωB97M-V/def2-TZVPD
C 0.68 0.46 -2.05
C 1.49 -0.84 -1.94
H 1.24 1.20 -2.60
H -0.25 0.31 -2.61
H 0.41 0.83 -1.07
H 1.99 -0.86 -0.97
H 0.86 -1.72 -2.10
H 2.25 -0.88 -2.71
C -0.63 -0.08 1.44
C -1.54 0.47 2.54
H 0.23 0.55 1.30
H -0.34 -1.06 1.70
H -1.15 -0.30 0.52
H -0.95 1.00 3.28
H -2.07 -0.34 3.04
H -2.22 1.27 2.25
```

HOMO level   -11.5708 eV
Frontier orbital gap   12.7574 eV
Structure (SMILES)   CC.CC


## Q
ORCA calculation (ωB97M-V/def2-TZVPD) on a 2-piece molecular cluster, C4H12 overall.

Structure (XYZ):
```
16
C4H12, DFT ωB97M-V/def2-TZVPD
C 0.85 -0.05 -2.79
C 1.72 0.41 -1.56
H 0.04 0.69 -2.89
H 1.58 -0.10 -3.56
H 0.31 -0.89 -2.54
H 1.10 1.00 -0.96
H 2.57 1.22 -1.83
H 2.19 -0.42 -0.97
C -0.91 -0.69 2.75
C -1.76 0.08 1.47
H 0.31 -0.52 2.64
H -1.00 0.15 3.69
H -1.30 -1.64 2.87
H -1.10 0.25 0.74
H -2.10 0.93 1.89
H -2.50 -0.41 1.06
```

HOMO level   -11.2902 eV
Frontier orbital gap   12.3209 eV
Structure (SMILES)   CC.CC


## R
ORCA calculation (ωB97M-V/def2-TZVPD) on a 2-piece molecular cluster, C4H12 overall.

Structure (XYZ):
```
16
C4H12, DFT ωB97M-V/def2-TZVPD
C -0.55 1.99 0.96
C 0.86 1.47 0.74
H -1.12 1.27 1.56
H -0.60 2.92 1.50
H -1.09 1.92 0.03
H 1.68 2.09 1.07
H 1.10 1.43 -0.32
H 1.33 0.58 1.17
C -0.89 -2.04 -0.75
C 0.52 -1.48 -0.99
H -1.61 -1.62 -1.45
H -1.02 -3.09 -0.54
H -1.26 -1.54 0.16
H 0.89 -0.97 -0.11
H 1.25 -2.23 -1.29
H 0.52 -0.69 -1.74
```

HOMO level   -11.1339 eV
Frontier orbital gap   12.3044 eV
Structure (SMILES)   CC.CC


## S
ORCA calculation (ωB97M-V/def2-TZVPD) on a 2-piece molecular cluster, C4H12 overall.

Structure (XYZ):
```
16
C4H12, DFT ωB97M-V/def2-TZVPD
C 1.87 1.36 -0.54
C 2.42 0.63 0.67
H 2.59 2.16 -0.79
H 1.97 0.85 -1.51
H 0.92 1.85 -0.44
H 2.40 -0.46 0.62
H 1.99 1.07 1.58
H 3.49 0.80 0.78
C -1.68 -0.57 -0.44
C -2.66 -1.47 0.31
H -1.73 -0.36 -1.50
H -1.70 0.35 0.14
H -0.62 -0.86 -0.36
H -2.99 -1.01 1.24
H -3.56 -1.65 -0.28
H -2.13 -2.38 0.62
```

HOMO level   -11.3126 eV
Frontier orbital gap   12.4419 eV
Structure (SMILES)   CC.CC


Stability verdict: P, ahead by 0.362 eV


## P
ORCA calculation (ωB97M-V/def2-TZVPD) on a 2-piece molecular cluster, C4H12 overall.

Structure (XYZ):
```
16
C4H12, DFT ωB97M-V/def2-TZVPD
C -1.62 -0.18 0.17
C -3.14 -0.25 0.37
H -1.14 -0.71 1.05
H -1.00 -0.92 -0.52
H -1.27 0.84 -0.01
H -3.40 -0.27 1.42
H -3.44 -1.28 -0.07
H -3.60 0.63 -0.10
C 2.58 0.18 0.54
C 2.15 0.32 -1.03
H 2.36 1.21 0.87
H 2.04 -0.67 1.10
H 3.70 0.04 0.41
H 2.82 0.52 -1.81
H 1.92 -0.75 -1.49
H 1.17 0.90 -1.15
```

HOMO level   -10.7394 eV
Frontier orbital gap   11.8268 eV
Structure (SMILES)   CC.CC


## Q
ORCA calculation (ωB97M-V/def2-TZVPD) on a 2-piece molecular cluster, C4H12 overall.

Structure (XYZ):
```
16
C4H12, DFT ωB97M-V/def2-TZVPD
C -2.15 -0.18 0.13
C -2.41 0.40 1.51
H -3.07 -0.38 -0.41
H -1.57 0.55 -0.43
H -1.67 -1.15 0.26
H -1.48 0.56 2.06
H -2.98 -0.31 2.11
H -2.97 1.33 1.50
C 2.74 0.07 -0.26
C 1.89 -0.34 -1.45
H 2.46 1.07 0.09
H 2.48 -0.49 0.65
H 3.81 -0.01 -0.43
H 2.32 -1.09 -2.10
H 1.75 0.54 -2.09
H 0.87 -0.57 -1.13
```

HOMO level   -11.4087 eV
Frontier orbital gap   12.4922 eV
Structure (SMILES)   CC.CC


## R
ORCA calculation (ωB97M-V/def2-TZVPD) on a 2-piece molecular cluster, C4H12 overall.

Structure (XYZ):
```
16
C4H12, DFT ωB97M-V/def2-TZVPD
C 1.58 1.41 0.44
C 2.89 0.86 -0.32
H 1.44 2.47 0.30
H 0.65 0.87 0.35
H 1.71 1.25 1.67
H 3.86 0.96 0.19
H 2.85 1.25 -1.25
H 2.75 -0.14 -0.28
C -2.54 -0.50 -0.34
C -1.85 -1.78 0.02
H -3.32 -0.55 -1.01
H -3.04 -0.05 0.48
H -1.90 0.38 -0.48
H -1.69 -2.42 -0.86
H -2.54 -2.41 0.67
H -0.86 -1.59 0.42
```

HOMO level   -11.2540 eV
Frontier orbital gap   12.3339 eV
Structure (SMILES)   CC.CC


## S
ORCA calculation (ωB97M-V/def2-TZVPD) on a 2-piece molecular cluster, C4H12 overall.

Structure (XYZ):
```
16
C4H12, DFT ωB97M-V/def2-TZVPD
C 0.55 -0.86 -2.72
C 1.09 -0.08 -1.46
H -0.53 -0.82 -2.64
H 0.90 -0.53 -3.69
H 0.91 -1.89 -2.61
H 0.78 0.95 -1.56
H 0.63 -0.50 -0.58
H 2.17 -0.22 -1.50
C -0.87 0.18 2.77
C -0.75 0.86 1.41
H -1.74 -0.47 2.85
H -0.01 -0.50 2.86
H -0.92 0.88 3.61
H 0.17 1.43 1.42
H -1.65 1.45 1.22
H -0.71 0.12 0.62
```

HOMO level   -11.7011 eV
Frontier orbital gap   12.8233 eV
Structure (SMILES)   CC.CC


Stability verdict: Q, ahead by 0.074 eV


## P
ORCA calculation (ωB97M-V/def2-TZVPD) on a 2-piece molecular cluster, C4H12 overall.

Structure (XYZ):
```
16
C4H12, DFT ωB97M-V/def2-TZVPD
C -1.47 -0.51 1.45
C -1.09 -1.97 1.70
H -1.37 0.14 2.32
H -0.83 -0.03 0.71
H -2.49 -0.42 1.08
H -0.12 -2.21 1.27
H -1.83 -2.69 1.36
H -0.95 -2.22 2.75
C 1.76 0.65 -1.63
C 0.79 1.84 -1.51
H 1.26 -0.16 -2.17
H 2.63 0.93 -2.20
H 2.02 0.22 -0.67
H 1.33 2.73 -1.19
H 0.33 2.13 -2.45
H 0.01 1.57 -0.81
```

HOMO level   -11.6468 eV
Frontier orbital gap   12.7638 eV
Structure (SMILES)   CC.CC


## Q
ORCA calculation (ωB97M-V/def2-TZVPD) on a 2-piece molecular cluster, C4H12 overall.

Structure (XYZ):
```
16
C4H12, DFT ωB97M-V/def2-TZVPD
C 1.69 -0.95 0.93
C 1.88 -1.68 -0.43
H 1.69 0.13 0.74
H 0.71 -1.28 1.28
H 2.49 -1.14 1.61
H 1.80 -2.80 -0.26
H 2.74 -1.36 -1.01
H 1.01 -1.65 -1.09
C -1.21 1.50 0.31
C -2.27 1.13 -0.75
H -1.32 2.52 0.61
H -1.30 0.74 1.07
H -0.20 1.39 -0.08
H -2.21 1.91 -1.53
H -3.24 1.45 -0.34
H -2.26 0.10 -1.08
```

HOMO level   -11.3855 eV
Frontier orbital gap   12.4865 eV
Structure (SMILES)   CC.CC


## R
ORCA calculation (ωB97M-V/def2-TZVPD) on a 2-piece molecular cluster, C4H12 overall.

Structure (XYZ):
```
16
C4H12, DFT ωB97M-V/def2-TZVPD
C -0.28 -1.01 2.25
C -0.69 0.58 2.44
H -0.18 -1.15 1.18
H 0.65 -1.13 2.66
H -0.86 -1.82 2.66
H 0.25 1.11 2.90
H -0.90 1.12 1.60
H -1.53 0.65 3.08
C 0.99 -0.18 -2.83
C -0.09 0.51 -2.01
H 1.21 -1.16 -2.39
H 0.71 -0.13 -3.90
H 1.80 0.47 -2.72
H 0.02 1.65 -1.69
H -1.17 0.32 -2.28
H 0.06 0.18 -0.94
```

HOMO level   -11.2267 eV
Frontier orbital gap   12.3241 eV
Structure (SMILES)   CC.CC


## S
ORCA calculation (ωB97M-V/def2-TZVPD) on a 2-piece molecular cluster, C4H12 overall.

Structure (XYZ):
```
16
C4H12, DFT ωB97M-V/def2-TZVPD
C -1.28 2.06 -2.06
C -0.15 1.39 -1.38
H -1.89 2.33 -1.19
H -0.93 2.91 -2.60
H -1.93 1.32 -2.65
H 0.38 0.57 -1.95
H -0.38 1.14 -0.30
H 0.72 2.07 -1.25
C 1.05 -1.85 2.32
C 0.37 -1.67 0.99
H 2.03 -2.08 2.11
H 0.91 -0.94 2.87
H 0.76 -2.66 3.04
H -0.72 -1.41 1.23
H 0.69 -0.71 0.52
H 0.37 -2.47 0.28
```

HOMO level   -11.2351 eV
Frontier orbital gap   12.3492 eV
Structure (SMILES)   CC.CC


Stability verdict: P, ahead by 0.316 eV